# 1
This record from the OMol25 dataset describes C38H32BiIN2O3S2Sb as an isolated structure. The level of theory is ωB97M-V/def2-TZVPD.

Calculated values
Frontier orbital gap = 8.39 eV
Relative energy (zero: lowest compared OMol25 entry of this formula, charge and spin) = 0.343 eV
Electronic energy = -3351.18993 hartree
LUMO energy = -2.9 eV
Net charge = +1
Spin multiplicity = 1

Last column: Mulliken charge in e.
Atoms and positions in Å:
Bi (-0.158670, -0.183757, 0.391907)  1.576
S (-1.128740, -2.159479, -0.952778)  -0.672
Sb (-1.081769, -3.479302, 0.984252)  1.833
C (0.892620, -3.598506, 1.571258)  0.942
C (1.825676, -3.612758, 0.538190)  -0.631
C (3.174681, -3.603729, 0.865334)  -0.702
C (3.571606, -3.579611, 2.195394)  -0.492
C (2.630287, -3.572744, 3.215341)  -0.755
C (1.278465, -3.575016, 2.908937)  -0.763
C (-2.465234, -2.664910, 2.290215)  1.210
C (-2.188467, -2.302978, 3.605011)  -0.326
C (-3.220257, -1.823941, 4.400378)  -0.660
C (-4.504532, -1.721861, 3.882008)  -0.614
C (-4.770991, -2.086361, 2.567915)  -0.763
C (-3.747301, -2.555058, 1.756791)  -1.177
C (-1.886721, -5.305289, 0.402472)  0.694
C (-2.121781, -6.269170, 1.381191)  -0.433
C (-2.680903, -7.483290, 1.013150)  -0.713
C (-3.000028, -7.724902, -0.317485)  -0.475
C (-2.762944, -6.760987, -1.286430)  -0.671
C (-2.200598, -5.541778, -0.931191)  -0.469
H (1.520907, -3.595845, -0.500700)  0.446
H (3.915206, -3.592594, 0.077319)  0.424
H (4.625433, -3.554330, 2.438576)  0.418
H (2.947620, -3.552648, 4.249640)  0.447
H (0.546703, -3.563660, 3.707441)  0.555
H (-1.188481, -2.376670, 4.012957)  -0.037
H (-3.021001, -1.538021, 5.424801)  0.467
H (-5.308335, -1.358843, 4.509131)  0.439
H (-5.775502, -2.007663, 2.170741)  0.486
H (-3.958331, -2.833997, 0.730357)  0.478
H (-1.883487, -6.087025, 2.423776)  0.376
H (-2.869256, -8.238949, 1.763950)  0.407
H (-3.437922, -8.673071, -0.600322)  0.402
H (-3.014341, -6.955219, -2.320553)  0.412
H (-2.016222, -4.792766, -1.691323)  0.347
I (-1.270909, 4.374217, 5.697794)  0.154
C (-0.506301, 2.578569, 5.006261)  -0.462
C (0.434796, 1.868378, 5.734170)  -0.331
C (0.916015, 0.681133, 5.207102)  -1.245
C (0.441488, 0.255066, 3.978876)  -0.259
N (-0.474172, 0.926936, 3.278011)  0.506
C (-0.934445, 2.072297, 3.787764)  -0.234
H (0.789695, 2.235531, 6.687858)  0.438
H (1.663005, 0.103852, 5.735107)  0.535
H (0.840830, -0.645174, 3.519792)  0.575
H (-1.675793, 2.609259, 3.207124)  0.325
C (-1.046642, 1.374860, -0.982386)  -1.505
C (-2.513690, 1.137458, -0.854264)  0.123
C (-3.142558, 1.436659, 0.358524)  -0.130
C (-4.458763, 1.080190, 0.588870)  -0.441
C (-5.171114, 0.411782, -0.400889)  0.539
C (-4.573257, 0.142868, -1.629192)  -0.680
C (-3.255071, 0.503960, -1.850321)  -0.559
C (-6.515400, -0.045645, -0.119329)  -0.119
N (-7.561317, -0.434690, 0.155165)  -0.500
H (-0.737690, 2.333577, -0.562516)  0.571
H (-0.632016, 1.246801, -1.980029)  0.538
H (-2.587277, 1.950730, 1.137688)  0.452
H (-4.933605, 1.303075, 1.535179)  0.502
H (-5.140609, -0.360661, -2.400699)  0.489
H (-2.790377, 0.276101, -2.801964)  0.453
C (3.466316, 6.036208, 0.816616)  -1.481
C (3.326139, 4.542771, 0.691808)  0.844
C (2.418304, 3.843108, 1.485006)  -0.963
C (2.313364, 2.464868, 1.399265)  -0.077
C (3.118941, 1.777856, 0.496506)  -0.034
C (4.034325, 2.450558, -0.301332)  -0.733
C (4.128401, 3.829025, -0.194862)  -0.666
S (2.943518, 0.041830, 0.329913)  1.434
O (2.498663, -0.463503, 1.616225)  -0.436
O (4.127823, -0.489008, -0.262452)  -0.716
O (1.755210, -0.108685, -0.645462)  -0.813
H (2.567493, 6.489016, 1.233223)  0.371
H (3.664983, 6.494623, -0.151540)  0.386
H (4.299523, 6.288832, 1.475392)  0.311
H (1.799815, 4.384599, 2.192061)  0.465
H (1.639648, 1.928992, 2.060562)  0.458
H (4.661403, 1.898256, -0.987546)  0.498
H (4.841695, 4.362153, -0.812434)  0.414

Atoms 1-2, force components in eV/Å:
0.15 0.12 0.15
0.03 0.00 -0.05



# 2
This record from the OMol25 dataset describes C38H32Cl3GaO2P2 as an isolated structure. The level of theory is ωB97M-V/def2-TZVPD.

Calculated values
Frontier orbital gap = 7.03 eV
Electronic energy = -5605.26532 hartree
LUMO energy = -7.4 eV
Net charge = +2
Spin multiplicity = 1

Last column: Mulliken charge in e.
Atoms and positions in Å:
C (0.744307, -1.120458, -2.367026)  -0.574
C (-0.296703, -1.602133, -1.558635)  0.723
C (-1.596015, -1.680833, -2.084313)  -0.755
C (-1.835228, -1.338610, -3.410059)  -0.917
C (-0.788242, -0.906471, -4.222904)  -0.292
C (0.490895, -0.764895, -3.690280)  -0.575
P (0.008603, -1.971402, 0.195318)  1.771
C (-1.312882, -3.126978, 0.690959)  0.241
C (-2.378107, -2.654433, 1.471268)  -0.055
C (-3.418572, -3.511175, 1.834776)  -0.764
C (-3.416669, -4.841104, 1.404761)  -0.561
C (-2.349023, -5.320165, 0.636058)  -0.681
C (-1.286960, -4.477373, 0.301051)  -0.314
Ga (0.045585, -0.047762, 1.649586)  1.747
P (0.049123, 1.993324, 0.355131)  1.174
C (-1.296779, 2.003138, -0.873044)  0.452
C (-1.094043, 2.318707, -2.224932)  -0.589
C (-2.170879, 2.341252, -3.107778)  -0.705
C (-3.446481, 1.977918, -2.674798)  -0.577
C (-3.639053, 1.568392, -1.356817)  -0.892
C (-2.574415, 1.578095, -0.455648)  -0.443
C (-0.181183, 3.467396, 1.418914)  0.409
C (0.660361, 3.602821, 2.535368)  -0.385
C (0.430250, 4.610146, 3.474583)  -0.794
C (-0.616453, 5.520593, 3.283047)  -0.495
C (-1.425356, 5.421613, 2.144888)  -0.678
C (-1.200580, 4.407764, 1.205983)  -0.374
C (1.612678, 2.262528, -0.544038)  0.662
C (2.659578, 1.340400, -0.393585)  -0.292
C (3.878613, 1.551100, -1.042190)  -0.625
C (4.079186, 2.701895, -1.808452)  -0.622
C (3.044485, 3.627747, -1.956630)  -0.753
C (1.813603, 3.409533, -1.335503)  -0.587
C (1.610612, -2.840243, 0.257840)  0.247
C (2.141043, -3.569300, -0.823704)  -0.166
C (3.398856, -4.173151, -0.711569)  -0.794
C (4.150435, -4.040100, 0.457777)  -0.589
C (3.643569, -3.293529, 1.524367)  -0.840
C (2.369050, -2.728559, 1.432264)  -0.290
H (1.488027, 2.902994, 2.662527)  0.378
H (1.092970, 4.685755, 4.339273)  0.430
H (-0.771967, 6.321270, 4.007882)  0.423
H (-2.217706, 6.153073, 1.977227)  0.419
H (-1.799041, 4.340903, 0.298163)  0.448
H (-0.095728, 2.558175, -2.583442)  0.578
H (-2.012985, 2.647314, -4.142798)  0.455
H (-4.289295, 2.012818, -3.366501)  0.429
H (-4.626741, 1.258299, -1.013767)  0.449
H (-2.718250, 1.259570, 0.580195)  0.510
H (2.509116, 0.455729, 0.237502)  -0.028
H (4.671057, 0.809388, -0.934925)  0.483
H (5.048813, 2.868962, -2.281012)  0.433
H (3.196377, 4.526318, -2.558027)  0.432
H (0.999546, 4.124769, -1.470739)  0.528
H (1.578487, -3.660136, -1.750429)  0.522
H (3.790341, -4.761651, -1.544004)  0.434
H (5.124679, -4.526039, 0.556257)  0.427
H (4.216879, -3.159134, 2.441253)  0.481
H (1.951074, -2.187089, 2.282566)  0.193
H (-2.376593, -1.613640, 1.806035)  0.130
H (-4.227468, -3.120105, 2.454083)  0.430
H (-4.247987, -5.492852, 1.677080)  0.413
H (-2.348705, -6.360604, 0.301524)  0.429
H (-0.430386, -4.851227, -0.257663)  0.392
H (-2.414452, -2.035510, -1.455992)  0.437
H (-2.840081, -1.421895, -3.821950)  0.468
H (-0.968693, -0.685287, -5.270444)  0.130
H (1.297991, -0.402440, -4.325951)  0.343
H (1.754222, -1.044893, -1.962491)  0.514
H (0.002813, 0.337716, -6.691134)  0.090
H (0.721841, 0.252795, -6.468386)  -0.040
Cl (-0.288052, -2.204736, 6.487143)  -0.080
C (-0.283356, -0.550375, 5.873813)  0.704
Cl (-1.805582, 0.288003, 6.262950)  -0.099
Cl (1.125026, 0.371413, 6.466963)  -0.096
C (-0.132188, -0.625670, 4.261422)  0.001
O (0.243958, -1.646858, 3.650960)  -0.581
O (-0.425135, 0.479166, 3.642794)  -0.456

Atoms 1-2, force components in eV/Å:
0.03 0.14 0.03
-0.06 0.70 0.00



Q: Number 1 is which compound?
A: C38H32BiIN2O3S2Sb



Q: Look up the LUMO energy of the first one.
A: -2.9 eV



Q: Which of these has the highest frontier orbital gap?
A: C38H32BiIN2O3S2Sb